Here is a 2-piece molecular cluster, CH3ClOSi overall at a distorted geometry from OMol25. Energies are from the ωB97M-V functional and the def2-TZVPD basis.

As for the spin multiplicity: 1. The HOMO energy comes out at -11.0223 eV. The largest force on an atom is 1.6 eV/Å. As for the relative energy (zero: lowest compared OMol25 entry of this formula, charge and spin): 25.5 kJ/mol. For the total energy, the calculation gives -864.82729 hartree. The value obtained for the HOMO-LUMO gap is 11.92 eV. The molecular weight comes out at 94.57 g/mol.

Last column: Mulliken charge in e.
Atoms and positions in Å:
C (1.28164, -1.92316, 1.87986)  0.115
O (0.88454, -2.23340, 0.86053)  -0.119
Si (-0.44295, 0.88660, -0.72551)  0.530
Cl (-1.37447, 0.39042, 1.01039)  -0.234
H (0.95455, 0.46031, -0.61361)  -0.129
H (-0.04309, 2.34050, -0.80330)  -0.083
H (-1.26022, 0.07872, -1.60836)  -0.080

Forces on atoms 1 to 6 (eV/Å):
-0.5 -0.4 -1.4
0.6 0.4 1.4
1.4 0.5 0.6
-0.3 0.2 0.8
0.1 -0.7 -0.2
-1.2 -0.3 -0.3

Here is a 7-piece molecular cluster, C52H81NO21S overall at a distorted geometry from OMol25. Energies are from the ωB97M-V functional and the def2-TZVPD basis.

As for the spin multiplicity: 1. The HOMO energy comes out at -8.4885 eV. The largest force on an atom is 3.9 eV/Å. Its SMILES is CCC[C@@H](C)c1cc(N=C=O)c2c(c1)C(=O)c1c(CSCC)ccc(CCC(C)C)c1C2=O.CCOC(=O)OC.CCOC(=O)OC.CCOC(=O)OC.CCOC(=O)OC.CCOC(=O)OC.CCOC(=O)OC. For the total energy, the calculation gives -4062.90826 hartree. The value obtained for the HOMO-LUMO gap is 7.91 eV. The molecular weight comes out at 1088.27 g/mol.

Last column: Mulliken charge in e.
Atoms and positions in Å:
C (5.36963, -3.23145, 1.93375)  -0.774
C (4.86435, -4.24022, 0.80153)  -0.213
C (4.31161, -5.62012, 1.35144)  -1.066
C (2.77516, -5.89244, 0.94629)  0.264
C (2.23911, -7.28511, 1.49218)  -1.347
C (1.95274, -4.65995, 1.52848)  0.385
C (2.20371, -4.04851, 2.84579)  -0.385
C (1.45158, -2.86309, 3.36590)  0.303
N (1.70972, -2.24688, 4.67101)  -0.540
C (1.49552, -3.13536, 5.53201)  0.637
O (1.59079, -4.04336, 6.25102)  -0.403
C (0.40522, -2.30855, 2.49305)  0.406
C (0.13280, -2.92940, 1.15835)  0.973
C (0.86765, -4.09444, 0.63085)  -1.235
C (-0.99450, -2.25457, 0.26297)  -0.446
O (-1.77779, -2.89237, -0.40562)  -0.503
C (-0.98223, -0.67040, 0.28769)  0.978
C (-1.19699, 0.13260, -0.95482)  0.518
C (-1.48885, -0.47409, -2.37178)  -0.870
S (-0.32827, -1.78666, -2.91716)  -0.073
C (0.80612, -1.15306, -4.23000)  -0.414
C (2.31251, -1.20265, -3.73454)  -0.863
C (-1.15471, 1.61182, -0.77236)  -1.323
C (-0.88825, 2.23874, 0.59816)  -0.693
C (-0.64238, 1.42600, 1.80013)  0.761
C (-0.34265, 1.96977, 3.23771)  -0.401
C (0.24196, 3.43615, 3.28653)  -1.264
C (1.70668, 3.58333, 2.71054)  1.249
C (2.73638, 2.50581, 3.23597)  -1.366
C (2.20489, 5.04622, 3.13634)  -1.440
C (-0.71041, -0.05889, 1.63109)  0.271
C (-0.46477, -1.04134, 2.84591)  -0.603
O (-0.92065, -0.86436, 3.95372)  -0.536
H (5.54610, -3.69474, 2.94128)  0.032
H (4.67011, -2.34608, 2.05772)  0.182
H (6.35500, -2.76761, 1.60965)  0.279
H (5.75333, -4.47237, 0.13482)  0.360
H (4.13918, -3.67444, 0.14836)  0.296
H (4.94839, -6.43275, 0.89981)  0.473
H (4.43490, -5.58625, 2.47764)  0.222
H (2.73576, -5.79140, -0.17477)  0.538
H (1.25483, -7.08053, 2.01290)  0.347
H (2.04120, -7.93993, 0.59398)  0.312
H (2.99819, -7.72647, 2.19639)  0.346
H (3.02234, -4.46261, 3.48268)  0.372
H (0.64945, -4.52099, -0.37957)  0.385
H (-1.41059, 0.36990, -3.12223)  0.358
H (-2.54788, -0.84558, -2.38785)  0.349
H (0.50159, -0.15492, -4.64336)  0.335
H (0.74065, -1.89995, -5.08189)  0.302
H (2.41788, -1.00181, -2.63409)  0.231
H (2.91992, -0.49974, -4.36670)  0.290
H (2.73928, -2.24190, -3.89887)  0.264
H (-1.31461, 2.34262, -1.60625)  0.291
H (-0.83985, 3.35629, 0.72510)  0.261
H (0.41600, 1.26331, 3.69916)  0.086
H (-1.26240, 1.86821, 3.89278)  0.385
H (-0.42907, 4.10932, 2.68468)  0.290
H (0.21302, 3.76167, 4.37024)  0.466
H (1.64497, 3.52006, 1.58370)  0.114
H (3.77345, 2.96617, 3.28543)  0.368
H (2.83154, 1.61813, 2.53529)  0.262
H (2.51278, 2.13383, 4.28338)  0.279
H (3.23808, 5.27692, 2.76187)  0.343
H (1.45355, 5.77366, 2.70642)  0.316
H (2.15746, 5.10804, 4.26739)  0.261
C (-4.24987, 7.30308, -2.61168)  -1.097
C (-5.45124, 7.20884, -1.69108)  -0.216
O (-5.87080, 5.84766, -1.53021)  -0.313
C (-5.13621, 5.11295, -0.68394)  0.676
O (-4.18226, 5.49578, -0.05480)  -0.590
O (-5.63474, 3.87055, -0.67470)  -0.240
C (-4.88596, 2.95075, 0.12174)  -0.579
H (-4.45440, 6.80293, -3.56105)  0.273
H (-3.99548, 8.34614, -2.80692)  0.379
H (-3.37877, 6.81293, -2.17392)  0.300
H (-6.29202, 7.74375, -2.13437)  0.320
H (-5.25174, 7.66850, -0.72059)  0.307
H (-4.74775, 3.32756, 1.13552)  0.313
H (-3.92306, 2.74258, -0.34671)  0.182
H (-5.45111, 2.02116, 0.17494)  0.290
C (-8.14776, 3.87990, -4.41559)  -1.181
C (-8.06926, 3.32990, -3.00447)  0.173
O (-8.95080, 2.21013, -2.84038)  -0.394
C (-8.50894, 1.05098, -3.34170)  0.730
O (-7.45287, 0.87258, -3.89581)  -0.554
O (-9.45366, 0.12270, -3.13818)  -0.328
C (-9.14723, -1.15052, -3.70813)  -0.634
H (-9.18284, 4.10630, -4.68197)  0.301
H (-7.54971, 4.78820, -4.50801)  0.334
H (-7.78325, 3.15249, -5.14297)  0.312
H (-8.39770, 4.09357, -2.29905)  0.278
H (-7.04722, 3.06010, -2.73387)  0.147
H (-8.16866, -1.50576, -3.38446)  0.299
H (-9.19304, -1.08951, -4.79627)  0.286
H (-9.90126, -1.85882, -3.36809)  0.239
C (7.41675, 2.85381, -4.49831)  -1.098
C (6.18928, 2.76526, -3.61219)  -0.190
O (5.76010, 1.40605, -3.46151)  -0.313
C (6.46720, 0.67091, -2.59437)  0.699
O (7.40412, 1.05093, -1.93899)  -0.563
O (5.96432, -0.57058, -2.59622)  -0.282
C (6.66103, -1.49823, -1.78186)  -0.594
H (7.23747, 2.35317, -5.45240)  0.285
H (7.68047, 3.89568, -4.68753)  0.359
H (8.27317, 2.36109, -4.03536)  0.314
H (5.36348, 3.30265, -4.07990)  0.291
H (6.36284, 3.22556, -2.63698)  0.307
H (6.76433, -1.12483, -0.76226)  0.305
H (7.63841, -1.72220, -2.21242)  0.340
H (6.07296, -2.41511, -1.75637)  0.142
C (-7.61654, -7.03238, -4.22864)  -1.076
C (-7.82309, -6.85870, -5.72089)  -0.164
O (-9.20828, -6.98891, -6.06776)  -0.363
C (-9.96884, -5.91797, -5.81496)  0.780
O (-9.59286, -4.87517, -5.34131)  -0.533
O (-11.22964, -6.21229, -6.16088)  -0.337
C (-12.16874, -5.18157, -5.85713)  -0.607
H (-8.05675, -7.97208, -3.88775)  0.292
H (-6.55306, -7.02868, -3.98432)  0.350
H (-8.10072, -6.23128, -3.66795)  0.297
H (-7.29267, -7.64732, -6.25569)  0.291
H (-7.42480, -5.90493, -6.07400)  0.295
H (-11.85710, -4.22453, -6.27655)  0.276
H (-12.29749, -5.10367, -4.77652)  0.283
H (-13.12271, -5.46063, -6.30234)  0.217
C (-0.85330, 11.07301, 4.34389)  -1.094
C (-0.50190, 9.86302, 5.18771)  -0.201
O (0.36001, 8.96906, 4.47190)  -0.308
C (1.64730, 9.33121, 4.41458)  0.702
O (2.13134, 10.31656, 4.91170)  -0.563
O (2.30380, 8.41590, 3.68868)  -0.218
C (3.67858, 8.72876, 3.46982)  -0.686
H (-1.26366, 10.76213, 3.38055)  0.287
H (-1.58473, 11.70021, 4.85623)  0.360
H (0.03076, 11.67723, 4.13418)  0.311
H (-1.40953, 9.30363, 5.41718)  0.292
H (-0.05210, 10.15321, 6.13982)  0.309
H (4.19378, 8.93220, 4.40899)  0.336
H (3.76212, 9.58063, 2.79330)  0.302
H (4.14431, 7.86362, 2.99959)  0.181
C (9.07882, -8.97388, 3.41350)  -1.104
C (9.14290, -7.68389, 2.61892)  -0.212
O (8.09725, -6.78507, 3.01130)  -0.279
C (8.30784, -6.11878, 4.15329)  0.653
O (9.28323, -6.20190, 4.85506)  -0.571
O (7.23229, -5.35539, 4.39250)  -0.192
C (7.28458, -4.65464, 5.63543)  -0.739
H (8.08346, -9.41819, 3.34316)  0.281
H (9.81477, -9.69011, 3.04449)  0.369
H (9.27423, -8.79473, 4.47192)  0.310
H (8.98733, -7.90003, 1.56127)  0.301
H (10.11943, -7.20317, 2.70994)  0.308
H (8.20613, -4.07953, 5.72826)  0.341
H (7.18602, -5.35887, 6.46272)  0.302
H (6.44165, -3.96492, 5.66295)  0.220

Forces on atoms 1 to 6 (eV/Å):
0.3 0.7 -0.5
0.8 0.3 0.1
-0.4 0.3 -0.5
1.0 1.6 1.3
-0.3 0.9 -0.6
-1.8 1.5 -0.5

Here is a 2-piece molecular cluster, C17H23FN3O overall at a distorted geometry from OMol25. Energies are from the ωB97M-V functional and the def2-TZVPD basis.

As for the spin multiplicity: 1. The HOMO energy comes out at -7.0203 eV. The largest force on an atom is 1.5 eV/Å. As for the relative energy (zero: lowest compared OMol25 entry of this formula, charge and spin): 203.8 kJ/mol. For the total energy, the calculation gives -1000.51566 hartree. The value obtained for the HOMO-LUMO gap is 1.47 eV. The molecular weight comes out at 304.39 g/mol. The charge is +1.

Last column: Mulliken charge in e.
Atoms and positions in Å:
C (-3.24430, 0.85550, 4.21124)  -0.920
N (-2.45000, 1.70011, 3.31011)  0.152
C (-2.30087, 1.18057, 1.95100)  -0.895
C (-2.88563, 3.06534, 3.29778)  0.139
O (-4.00602, 3.40257, 3.02508)  -0.500
C (-1.81177, 4.08097, 3.71481)  -0.269
C (-2.03592, 4.36063, 5.14153)  -0.168
F (-2.63206, 5.50528, 5.41017)  -0.178
H (-3.81238, 1.47769, 4.90891)  0.377
H (-3.95744, 0.23021, 3.66225)  0.299
H (-2.58494, 0.21545, 4.80681)  0.292
H (-1.33112, 0.67451, 1.84925)  0.339
H (-2.31977, 1.98269, 1.20641)  0.395
H (-3.07565, 0.44458, 1.70727)  0.172
H (-1.90122, 4.99788, 3.12803)  0.325
H (-0.82244, 3.63252, 3.56640)  0.294
H (-2.42043, 3.59486, 5.81765)  0.349
C (6.36105, -1.72735, -3.40421)  -0.924
N (4.94855, -1.62382, -3.03895)  0.034
C (3.99480, -1.82718, -3.99551)  -0.357
C (2.67182, -1.76808, -3.70288)  -0.810
C (2.23585, -1.50316, -2.37557)  0.793
C (3.25632, -1.28559, -1.40935)  -0.929
C (4.56706, -1.34704, -1.76133)  -0.048
C (0.85746, -1.47380, -2.02364)  0.747
C (0.38573, -2.04674, -0.80891)  -0.926
C (-0.92747, -1.97262, -0.47465)  -0.129
N (-1.83410, -1.34179, -1.27872)  0.076
C (-1.41726, -0.79468, -2.46336)  -0.442
C (-0.11959, -0.85203, -2.85079)  -0.768
C (-3.23063, -1.20306, -0.87691)  -1.045
H (6.58716, -1.02642, -4.20578)  0.360
H (6.58491, -2.74199, -3.73058)  0.352
H (6.96891, -1.48801, -2.53762)  0.263
H (4.35827, -2.05082, -4.98785)  0.443
H (1.95743, -1.95222, -4.49251)  0.453
H (3.00505, -1.05019, -0.38532)  0.459
H (5.36203, -1.17197, -1.05186)  0.349
H (1.06146, -2.56361, -0.14267)  0.469
H (-1.31500, -2.40685, 0.43497)  0.415
H (-2.17681, -0.30198, -3.05252)  0.454
H (0.16187, -0.38809, -3.78555)  0.456
H (-3.89246, -1.63129, -1.62784)  0.386
H (-3.44707, -0.14178, -0.75209)  0.398
H (-3.37340, -1.71918, 0.06728)  0.269

Forces on atoms 1 to 6 (eV/Å):
0.0 0.0 0.1
-0.1 0.3 0.3
0.7 -0.3 -0.1
-0.5 -0.3 -0.3
0.2 0.1 0.2
0.7 0.2 -0.1

Here is a 2-piece molecular cluster, C6H12O2 overall at a distorted geometry from OMol25. Energies are from the ωB97M-V functional and the def2-TZVPD basis.

As for the spin multiplicity: 1. The HOMO energy comes out at -9.0948 eV. The largest force on an atom is 1.7 eV/Å. Its SMILES is C/C=C/CCC=O.O. As for the relative energy (zero: lowest compared OMol25 entry of this formula, charge and spin): 173.0 kJ/mol. For the total energy, the calculation gives -386.25427 hartree. The value obtained for the HOMO-LUMO gap is 9.85 eV. The molecular weight comes out at 116.16 g/mol.

Last column: Mulliken charge in e.
Atoms and positions in Å:
C (-0.29053, 2.16367, -1.66262)  -1.220
C (-0.75550, 0.78289, -1.34057)  -0.013
C (0.02636, -0.14363, -0.84165)  -0.294
C (-0.47331, -1.47501, -0.31398)  -1.029
C (-1.15118, -1.32533, 1.06246)  -0.373
C (-0.18128, -1.34564, 2.20080)  -0.088
O (0.77296, -0.60433, 2.24567)  -0.531
H (0.79402, 2.20276, -1.73735)  0.306
H (-0.65783, 2.90832, -0.95609)  0.269
H (-0.64009, 2.51094, -2.63769)  0.365
H (-1.82937, 0.60629, -1.32145)  0.319
H (1.10341, -0.09125, -0.83033)  0.467
H (0.37473, -2.16137, -0.31305)  0.356
H (-1.16418, -1.89464, -1.04786)  0.384
H (-1.91598, -2.09581, 1.15820)  0.299
H (-1.69941, -0.38400, 1.00070)  0.348
H (-0.34848, -2.04934, 3.03394)  0.347
O (2.57495, 1.01260, 0.44695)  -0.613
H (2.00248, 0.49524, 1.04014)  0.406
H (3.45822, 0.88764, 0.81377)  0.292

Forces on atoms 1 to 6 (eV/Å):
0.1 0.2 -1.0
-0.4 0.9 0.6
0.5 -1.6 0.0
0.2 0.3 -0.6
-0.5 -0.6 -0.8
0.1 0.6 0.0